No. 1
ORCA calculation (wB97M-V/def2-TZVPD) on a single C7H11NO molecule.

The value obtained for the calculated total energy is -403.2958 hartree. As for the SMILES: O=C=NC1CCCCC1. The calculation puts the energy relative to the best compared isomer or geometry (same formula, charge and spin) at 24.0 kcal/mol. The largest force on an atom comes out at 0.0659 hartree/bohr.

The geometry in ORCA input format:
```
! wB97M-V def2-TZVPD RIJCOSX def2/J DEFGRID3
* xyz 0 1
C -0.7459 -1.6449 1.5911
C -0.5078 0.6611 0.4894
C -1.1587 0.9367 -0.8526
C -0.0732 1.3380 -1.8945
C 1.0381 0.3192 -1.8715
C 1.7606 0.3123 -0.5271
C 0.9247 0.9675 0.5522
H -1.0486 1.1810 1.3589
H -1.9737 1.6382 -0.7422
H -1.5060 -0.0714 -0.9983
H -0.4722 1.3249 -2.9382
H 0.2044 2.4043 -1.7667
H 1.8216 0.6428 -2.6426
H 0.4925 -0.6822 -2.0858
H 2.7897 0.6376 -0.5458
H 1.9133 -0.7712 -0.1581
H 1.1842 0.7300 1.6372
H 0.9993 2.0612 0.5362
N -0.7103 -0.7252 0.8750
O -0.8574 -2.6698 2.1624
*
```

=====

No. 2
ORCA calculation (wB97M-V/def2-TZVPD) on 3 unconnected molecules or ions with the total composition C4H13NO2S.

The value obtained for the calculated total energy is -763.3600 hartree. The calculation puts the energy relative to the best compared isomer or geometry (same formula, charge and spin) at 164.6 kcal/mol. The largest force on an atom comes out at 0.0598 hartree/bohr.

The geometry in ORCA input format:
```
! wB97M-V def2-TZVPD RIJCOSX def2/J DEFGRID3
* xyz 0 1
C -0.6489 -0.1147 -1.4086
N -0.3924 -0.7235 -0.1280
C -1.5606 -0.6216 0.6864
O -1.3874 -1.1084 2.0317
C 0.4558 0.8733 -1.8091
C 0.7659 1.8325 -0.6501
S 2.2157 1.2283 0.3379
H -1.5990 0.4381 -1.4185
H -0.7214 -0.9185 -2.1421
H 0.5348 0.4780 2.3546
H -1.8352 0.4162 0.7432
H -2.3518 -1.1551 0.1684
H -0.5281 -0.5391 2.2347
H 1.3702 0.2767 -2.0785
H 0.1336 1.4670 -2.7518
H 1.0448 2.8269 -0.9764
H -0.0383 1.8178 0.0254
H 1.4180 0.3387 1.0085
H 0.6605 -1.7644 0.7692
H 1.0453 -2.7606 1.9178
O 1.4185 -2.2878 1.0853
*
```

=====

No. 3
ORCA calculation (wB97M-V/def2-TZVPD) on a single C4H6N4 molecule.

The value obtained for the calculated total energy is -374.8743 hartree. As for the SMILES: N/N=C1/C=NN=CC1. The calculation puts the energy relative to the best compared isomer or geometry (same formula, charge and spin) at 117.4 kcal/mol. The largest force on an atom comes out at 0.1197 hartree/bohr.

The geometry in ORCA input format:
```
! wB97M-V def2-TZVPD RIJCOSX def2/J DEFGRID3
* xyz 0 1
C 0.2104 -0.6001 0.0196
C -0.1141 0.8246 0.2229
C -1.6200 0.9165 0.0353
C -0.8285 -1.5656 0.1255
H 3.2687 -0.2244 -0.4148
H 1.6841 0.9804 -0.0205
H 0.2311 1.2565 1.1598
H 0.3153 1.4263 -0.6695
H -1.9120 1.9544 -0.2874
H -0.2391 -2.5325 -0.0278
N 2.2961 -0.0259 0.0412
N 1.3968 -1.0591 -0.1052
N -2.5924 0.0042 -0.2088
N -2.0964 -1.3552 0.1299
*
```

=====

No. 4
ORCA calculation (wB97M-V/def2-TZVPD) on a molecular structure, C5H6F5N2PtSTe4.

The value obtained for the calculated total energy is -2392.7223 hartree. The calculation puts the energy relative to the best compared isomer or geometry (same formula, charge and spin) at 0.0 kcal/mol. The largest force on an atom comes out at 0.0123 hartree/bohr.

The geometry in ORCA input format:
```
! wB97M-V def2-TZVPD RIJCOSX def2/J DEFGRID3
* xyz -1 1
Pt 0.3730 2.8102 0.9322
Te 0.2242 4.7496 -0.7923
Te -1.1401 5.0469 1.5064
Te 0.3723 3.2140 3.5958
Te 1.8039 1.1921 2.4596
S 3.2986 -1.3483 0.1087
C 1.7502 -1.9397 0.0412
N 0.8839 -2.0481 1.0715
C -0.4725 -2.3293 0.6206
C -0.3215 -2.4258 -0.9122
N 1.1274 -2.3849 -1.0866
H 1.0486 -1.4514 1.8713
H -1.1497 -1.5252 0.9081
H -0.8361 -3.2652 1.0490
H -0.7999 -1.5816 -1.4104
H -0.7387 -3.3546 -1.3014
H 1.5386 -2.0825 -1.9533
F 0.0468 0.1501 -0.0504
C -0.0725 1.4528 -0.5224
F 0.6808 1.4631 -1.6715
C -1.5512 1.4431 -1.0037
F -1.8999 2.4949 -1.7372
F -1.7852 0.3508 -1.7691
F -2.3809 1.3688 0.0461
*
```